[1]
# C40H48BHfN13O2PS2

C40H48BHfN13O2PS2 as an isolated structure (ωB97M-V with the def2-TZVPD basis set, the OMol25 dataset).

XYZ file:
```
108
Properties=species:S:1:pos:R:3
Hf -0.727 -0.138 0.191
C -3.620 -2.698 6.605
C -2.831 -2.063 5.492
C -1.648 -1.369 5.725
C -0.948 -0.797 4.687
C -1.352 -0.893 3.340
N -0.585 -0.365 2.326
C 0.604 0.307 2.694
C 1.747 -0.326 3.178
C 2.889 0.393 3.478
C 2.937 1.778 3.324
C 4.203 2.543 3.581
C 1.785 2.426 2.901
C 0.638 1.705 2.612
N -0.566 2.370 2.288
C -1.078 3.483 2.850
C -2.309 3.702 2.277
C -2.470 2.657 1.362
N -1.413 1.853 1.378
C -2.587 -1.533 3.122
C -3.285 -2.103 4.188
N -3.211 -1.581 1.836
C -4.378 -2.193 1.558
C -4.842 -1.726 0.350
C -3.875 -0.830 -0.078
N -2.869 -0.754 0.809
H -3.065 -2.669 7.541
H -3.848 -3.740 6.377
H -4.567 -2.176 6.758
H -1.277 -1.270 6.738
H -0.043 -0.253 4.912
H 1.727 -1.396 3.326
H 3.762 -0.132 3.848
H 4.889 1.973 4.206
H 4.007 3.499 4.065
H 4.710 2.754 2.636
H 1.783 3.506 2.798
H -0.556 4.021 3.623
H -3.003 4.494 2.493
H -3.290 2.462 0.691
H -4.235 -2.587 4.012
H -4.828 -2.923 2.204
H -5.749 -2.012 -0.152
H -3.857 -0.222 -0.964
C -2.575 -1.987 -2.690
C -1.088 -1.964 -2.649
C -0.249 -2.539 -3.592
C 1.028 -2.283 -3.153
N 0.960 -1.619 -1.994
N -0.360 -1.398 -1.665
B 2.105 -1.135 -1.079
N 1.831 -1.791 0.316
C 2.729 -2.540 0.988
C 2.048 -3.405 1.807
C 0.691 -3.121 1.592
C -0.463 -3.820 2.227
N 0.569 -2.149 0.696
N 2.046 0.422 -1.006
C 2.854 1.249 -1.672
C 2.412 2.540 -1.494
C 1.257 2.437 -0.732
C 0.419 3.603 -0.334
N 1.032 1.135 -0.425
N 3.521 -1.506 -1.487
C 4.643 -0.967 -0.929
C 5.726 -1.639 -1.421
C 5.181 -2.602 -2.300
C 5.915 -3.607 -3.126
N 3.865 -2.518 -2.318
H -2.898 -2.655 -3.486
H -2.990 -2.349 -1.753
H -2.966 -0.989 -2.896
H -0.539 -3.051 -4.493
H 1.980 -2.547 -3.570
H 3.788 -2.434 0.829
H 2.466 -4.155 2.457
H -0.396 -4.889 2.024
H -0.440 -3.684 3.309
H -1.411 -3.455 1.840
H 3.686 0.884 -2.247
H 2.850 3.440 -1.888
H 0.705 4.451 -0.954
H -0.640 3.411 -0.482
H 0.591 3.884 0.704
H 4.579 -0.167 -0.207
H 6.766 -1.468 -1.200
H 6.943 -3.697 -2.781
H 5.429 -4.579 -3.062
H 5.929 -3.309 -4.175
C -3.845 0.821 -6.221
C -2.668 1.588 -5.658
O -2.626 1.365 -4.237
P -1.306 1.697 -3.393
S -2.069 1.336 -1.544
S 0.302 0.863 -4.112
O -1.219 3.304 -3.405
C -0.250 4.017 -4.195
C -0.477 5.498 -3.984
H -4.012 1.116 -7.256
H -4.741 1.041 -5.640
H -3.660 -0.252 -6.182
H -2.782 2.660 -5.837
H -1.729 1.250 -6.102
H -0.372 3.755 -5.248
H 0.754 3.715 -3.893
H -1.492 5.775 -4.270
H 0.224 6.061 -4.601
H -0.330 5.771 -2.939
```

Results
HOMO level (eV): -9.7363
E_LUMO (eV): -2.5904
Net charge: +1
Frontier orbital gap (Ha): 0.2626

=====

[2]
# C6H36InO13

C6H36InO13 as an isolated structure at a distorted geometry (ωB97M-V with the def2-TZVPD basis set, the OMol25 dataset).

XYZ file:
```
56
Properties=species:S:1:pos:R:3
In -0.053 -0.657 1.899
C 2.645 -3.455 0.368
C 1.315 -3.257 1.071
C 1.352 -3.934 2.391
O 1.359 -1.857 1.336
H 2.850 -2.767 -0.510
H 2.811 -4.533 0.120
H 3.548 -3.256 1.042
H 0.460 -3.434 0.485
H 0.351 -4.112 2.771
H 1.956 -3.498 3.137
H 1.747 -4.974 2.223
C -1.829 0.200 -1.893
C -0.479 -0.287 -1.271
C 0.752 0.596 -1.608
O -0.603 -0.046 0.151
H -2.746 -0.351 -1.570
H -1.699 -0.155 -2.880
H -1.999 1.268 -2.046
H -0.280 -1.330 -1.318
H 0.493 1.597 -1.532
H 1.176 0.351 -2.594
H 1.560 0.447 -0.883
O -3.704 -1.552 0.696
H -4.136 -1.326 1.524
H -4.304 -1.655 -0.045
O -1.457 -2.221 1.934
H -1.593 -2.957 2.469
H -2.264 -2.138 1.389
O -2.181 3.706 -0.412
H -2.610 4.519 -0.140
H -1.746 3.892 -1.241
O 3.025 2.512 -2.382
H 3.513 1.701 -2.249
H 2.377 2.525 -1.679
O -1.777 0.315 2.676
H -2.499 0.762 2.211
H -2.169 -0.051 3.463
O 3.664 -0.321 0.935
H 4.601 -0.474 0.689
H 3.251 -0.941 0.414
O 2.346 2.732 0.340
H 2.010 3.615 0.218
H 3.273 2.833 0.456
O -4.041 2.566 -2.304
H -3.597 1.921 -2.810
H -3.549 2.638 -1.484
O -3.392 1.532 0.883
H -3.393 0.681 0.594
H -2.661 1.897 0.371
O 1.086 2.647 -4.302
H 0.289 2.688 -3.765
H 1.647 2.291 -3.607
O 1.408 0.834 2.097
H 1.819 1.308 1.357
H 2.063 0.987 2.835
```

Results
HOMO level (eV): -11.8959
Energy above the lowest of the compared OMol25 structures with the same formula, charge and spin (eV): 0.000
E_LUMO (eV): -3.7270
Net charge: +1
Frontier orbital gap (Ha): 0.3002

=====

[3]
# C28H27MgN3SSi

C28H27MgN3SSi as an isolated structure at a distorted geometry (ωB97M-V with the def2-TZVPD basis set, the OMol25 dataset).

XYZ file:
```
61
Properties=species:S:1:pos:R:3
C 2.792 0.077 0.969
C 1.804 -0.631 1.718
C 1.863 -2.001 1.324
H 1.184 -0.226 2.522
C 2.868 -2.150 0.341
C 3.422 -0.857 0.093
H 4.279 -0.658 -0.540
H 3.086 1.109 1.134
H 1.244 -2.791 1.752
H 3.252 -3.090 -0.052
Mg 1.303 -0.423 -0.740
C -2.254 2.783 1.031
H -2.196 2.898 -0.060
H -2.973 2.021 1.344
H -2.571 3.746 1.467
Si -1.187 -0.656 0.944
C -2.555 -0.423 2.191
C -2.503 -0.513 3.599
H -1.544 -0.688 4.084
C -3.678 -0.384 4.357
H -3.657 -0.440 5.451
C -4.905 -0.127 3.727
H -5.808 0.047 4.322
C -4.965 -0.062 2.338
H -5.912 0.152 1.846
C -3.805 -0.230 1.578
H -3.868 -0.199 0.492
C -1.489 -2.543 0.559
C -2.382 -3.292 1.362
H -3.067 -2.783 2.045
C -2.411 -4.695 1.334
H -3.126 -5.224 1.973
C -1.547 -5.408 0.495
H -1.535 -6.502 0.515
C -0.746 -4.687 -0.396
H -0.126 -5.230 -1.110
C -0.757 -3.285 -0.398
H -0.187 -2.761 -1.167
H -1.260 2.561 1.440
H -1.382 0.932 0.322
N 1.912 2.900 -3.321
C 3.237 3.061 -2.919
C 4.137 4.064 -3.215
C 5.378 4.021 -2.552
C 5.657 3.023 -1.598
C 4.728 2.008 -1.343
C 3.488 2.035 -1.997
N 2.332 1.279 -1.861
C 1.395 1.821 -2.674
C 0.065 1.272 -2.829
C -0.981 1.744 -3.600
S -2.410 0.802 -3.328
C -1.501 -0.241 -2.279
N -0.217 0.101 -2.109
H 1.417 3.456 -4.015
H 3.851 4.844 -3.924
H 6.141 4.769 -2.769
H 6.612 3.029 -1.061
H 4.939 1.206 -0.649
H -0.885 2.549 -4.320
H -1.993 -1.111 -1.841
```

Results
HOMO level (alpha / beta) (eV): -4.9167 / -4.9161
Energy above the lowest of the compared OMol25 structures with the same formula, charge and spin (eV): 0.321
E_LUMO (alpha / beta) (eV): -0.7944 / -0.7944
Net charge: 0
Frontier orbital gap (alpha / beta) (Ha): 0.1515 / 0.1515

=====

[4]
# C6H11N

One molecule with the formula C6H11N (ωB97M-V with the def2-TZVPD basis set, the OMol25 dataset).

XYZ file:
```
18
Properties=species:S:1:pos:R:3
C -2.493 -2.454 1.455
N -2.391 -1.525 0.601
C -1.470 -0.466 0.903
C -0.559 -0.079 0.027
C 0.228 1.197 0.105
C 1.112 1.418 -1.117
C 2.317 0.494 -1.196
H -1.859 -2.473 2.343
H -3.202 -3.241 1.219
H -1.647 -0.027 1.879
H -0.428 -0.746 -0.825
H 0.857 1.210 1.006
H -0.431 2.054 0.256
H 1.521 2.428 -1.090
H 0.461 1.373 -1.993
H 2.858 0.663 -2.123
H 3.038 0.731 -0.410
H 2.088 -0.558 -1.039
```

Results
HOMO level (eV): -8.7596
Energy above the lowest of the compared OMol25 structures with the same formula, charge and spin (eV): 1.627
E_LUMO (eV): 1.0223
SMILES: C=N/C=C/CCC
Net charge: 0
Frontier orbital gap (Ha): 0.3595

=====

[5]
# C28H44B4F12N5O3V

C28H44B4F12N5O3V as an isolated structure at a distorted geometry (ωB97M-V with the def2-TZVPD basis set, the OMol25 dataset).

XYZ file:
```
97
Properties=species:S:1:pos:R:3
O -2.171 -2.027 1.714
V -3.261 -3.159 1.800
O -4.014 -3.343 0.349
B -1.462 -6.063 2.375
H -2.454 -6.378 2.657
H -1.400 -5.521 1.444
H -1.048 -5.368 3.089
H -0.779 -6.898 2.389
C -0.409 1.969 6.049
N 0.534 2.640 5.160
C 1.645 3.159 5.732
C 2.615 3.793 4.940
C 2.349 4.018 3.563
C 1.206 3.484 3.039
C 0.232 2.910 3.845
C 3.427 4.608 2.717
C 3.617 4.188 1.371
C 4.513 4.845 0.566
N 5.230 5.874 1.036
C 5.017 6.324 2.342
C 4.193 5.680 3.210
C 6.302 6.528 0.167
H -1.306 1.765 5.464
H -0.676 2.629 6.874
H 0.088 1.051 6.363
H 1.787 2.898 6.770
H 3.538 4.208 5.317
H 0.950 3.717 2.016
H -0.797 2.893 3.519
H 2.940 3.421 1.026
H 4.608 4.514 -0.458
H 5.658 7.161 2.577
H 4.209 5.993 4.243
H 7.254 6.375 0.676
H 6.035 7.579 0.055
H 6.486 5.935 -0.729
C 0.060 2.681 -14.059
N 0.010 2.284 -12.622
C 0.526 3.049 -11.596
C 0.280 2.733 -10.220
C -0.585 1.640 -9.934
C -0.988 0.806 -11.013
C -0.555 1.121 -12.320
C -1.124 1.510 -8.499
C -0.304 1.609 -7.334
C -0.885 1.699 -6.085
N -2.220 1.767 -5.938
C -3.048 1.710 -7.041
C -2.459 1.597 -8.305
C -2.743 1.926 -4.537
H 0.424 3.708 -14.065
H -0.897 2.552 -14.566
H 0.773 2.025 -14.558
H 1.102 3.947 -11.766
H 0.606 3.419 -9.452
H -1.500 -0.140 -10.909
H -0.717 0.438 -13.141
H 0.772 1.647 -7.414
H -0.219 1.821 -5.243
H -4.113 1.871 -6.965
H -3.173 1.640 -9.113
H -2.100 1.477 -3.780
H -3.754 1.578 -4.326
H -2.723 3.011 -4.431
C 1.322 -8.218 8.114
C 0.550 -6.873 7.853
C 1.451 -5.822 7.121
O 0.819 -4.600 6.875
C 1.716 -3.738 6.141
N -0.742 -7.053 6.996
H -0.545 -7.159 6.011
H -1.272 -7.838 7.347
H -1.353 -6.249 7.012
H 1.585 -8.606 7.131
H 0.993 -9.053 8.732
H 2.234 -7.919 8.631
H 0.277 -6.404 8.798
H 1.583 -6.296 6.149
H 2.414 -5.650 7.603
H 1.936 -2.939 6.849
H 1.146 -3.410 5.273
H 2.655 -4.083 5.708
B 2.226 -2.040 -2.390
F 2.059 -2.415 -3.756
F 2.792 -2.979 -1.615
F 3.046 -0.944 -2.584
F 1.017 -1.513 -1.900
B -7.161 0.513 2.323
F -6.810 1.107 3.450
F -8.312 -0.191 2.600
F -7.271 1.460 1.411
F -6.136 -0.269 2.085
B -5.490 -3.425 5.603
F -4.185 -3.028 5.408
F -6.276 -2.475 6.076
F -5.857 -3.923 4.398
F -5.511 -4.495 6.511
```

Results
HOMO level (eV): -10.2097
Energy above the lowest of the compared OMol25 structures with the same formula, charge and spin (eV): 12.842
E_LUMO (eV): -7.5915
Net charge: +2
Frontier orbital gap (Ha): 0.0962

=====

[6]
# C8H19B3BrO10PS2

C8H19B3BrO10PS2 as an isolated structure at a distorted geometry (ωB97M-V with the def2-TZVPD basis set, the OMol25 dataset).

XYZ file:
```
44
Properties=species:S:1:pos:R:3
O 5.176 0.000 0.022
P 5.065 1.521 0.208
O 5.221 1.780 1.905
O 6.311 2.374 -0.540
B 3.295 2.104 -0.254
O 2.207 1.227 -0.614
B 1.286 1.391 0.502
O 0.885 2.729 0.930
B 2.047 3.584 0.922
Br 2.473 4.795 2.428
O 2.943 3.518 -0.219
H 4.350 1.494 2.266
H 6.367 3.243 -0.085
H 0.915 0.427 1.082
C -1.670 -1.765 -3.648
C -0.731 -1.107 -4.661
C -0.496 0.333 -4.201
S -0.689 0.328 -2.421
O -1.847 1.121 -2.081
O 0.607 0.545 -1.802
C -1.122 -1.398 -2.275
H -1.718 -2.847 -3.783
H -2.682 -1.364 -3.766
H 0.221 -1.648 -4.680
H -1.143 -1.136 -5.672
H 0.506 0.679 -4.454
H -1.241 1.012 -4.618
H -1.845 -1.534 -1.473
H -0.208 -1.953 -2.055
C -2.804 -0.596 3.836
C -2.370 -2.062 3.917
C -2.344 -2.612 2.489
S -2.009 -1.215 1.421
O -3.168 -0.982 0.591
O -0.680 -1.345 0.869
C -1.980 0.018 2.711
H -2.644 -0.073 4.781
H -3.870 -0.539 3.595
H -1.368 -2.121 4.353
H -3.038 -2.646 4.553
H -1.563 -3.361 2.360
H -3.310 -3.031 2.204
H -2.392 0.955 2.339
H -0.941 0.158 3.015
```

Results
HOMO level (eV): -10.2217
Energy above the lowest of the compared OMol25 structures with the same formula, charge and spin (eV): 0.000
E_LUMO (eV): -0.5965
Net charge: 0
Frontier orbital gap (Ha): 0.3537

=====

[7]
# C5H27N2O8

A 8-piece molecular cluster, C5H27N2O8 overall at a distorted geometry (ωB97M-V with the def2-TZVPD basis set, the OMol25 dataset).

XYZ file:
```
42
Properties=species:S:1:pos:R:3
N 0.514 0.136 -0.385
C -0.002 -0.839 0.604
C -0.436 -0.175 1.834
C -1.556 0.715 1.375
C -2.415 1.409 2.345
C 1.271 -1.702 1.086
N 1.179 -3.031 1.346
O 2.213 -1.068 1.442
H 1.185 -0.319 -0.989
H -0.211 0.562 -0.968
H 0.827 0.935 0.209
H -0.811 -1.347 0.055
H 0.480 0.283 2.257
H -1.015 -0.836 2.638
H -1.055 1.650 0.806
H -2.101 0.070 0.674
H -3.072 0.647 2.827
H -3.006 2.148 1.671
H -1.769 1.885 3.133
H 1.742 -3.389 2.128
H 0.761 -3.686 0.696
H -3.486 -2.965 -0.932
H -2.741 -2.028 0.125
O -2.678 -2.781 -0.515
H 0.251 2.079 -2.570
H 0.780 1.836 -3.906
O 1.010 1.813 -2.995
H 1.324 2.687 0.761
H 1.029 3.747 -0.310
O 0.530 3.076 0.273
H 0.237 -2.504 -2.189
H -0.036 -3.876 -2.616
O 0.073 -3.415 -1.788
H 3.351 1.167 1.927
H 2.001 0.586 1.536
O 2.553 1.436 1.648
H -1.771 3.188 -2.534
H -0.973 3.397 -1.347
O -1.375 2.704 -1.887
H 2.879 -1.928 -2.645
H 2.299 -0.648 -2.327
O 2.020 -1.618 -2.495
```

Results
HOMO level (eV): -13.8390
Energy above the lowest of the compared OMol25 structures with the same formula, charge and spin (eV): 3.807
E_LUMO (eV): -2.6281
Net charge: +1
Frontier orbital gap (Ha): 0.4120

=====

[8]
# C15H17N3O6P2SY

C15H17N3O6P2SY as an isolated structure (ωB97M-V with the def2-TZVPD basis set, the OMol25 dataset).

XYZ file:
```
45
Properties=species:S:1:pos:R:3
Y 0.442 -0.536 0.710
C 4.995 -2.941 -1.747
C 5.526 -1.726 -1.323
C 4.707 -0.687 -0.914
C 3.318 -0.856 -0.922
C 2.787 -2.067 -1.382
C 3.616 -3.102 -1.781
N 2.423 0.083 -0.404
N 2.926 1.291 -0.209
C 2.009 2.193 0.317
C 2.433 3.528 0.386
C 1.563 4.507 0.824
C 0.259 4.166 1.173
C -0.141 2.835 1.107
C 0.710 1.796 0.718
H 5.647 -3.744 -2.062
H 6.600 -1.591 -1.307
H 5.111 0.253 -0.569
H 1.708 -2.190 -1.459
H 3.184 -4.031 -2.132
H 3.442 3.774 0.075
H 1.888 5.539 0.874
H -0.440 4.935 1.479
H -1.191 2.619 1.314
N -2.911 -2.506 3.112
C -2.882 -1.118 2.501
C -4.225 -0.437 2.716
P -2.372 -1.309 0.762
O -3.744 -1.796 0.103
O -1.292 -2.371 0.747
O -1.868 -0.005 0.213
P -1.535 -0.311 3.541
O -1.886 1.233 3.541
O -1.785 -0.957 4.854
O -0.223 -0.519 2.823
H -3.815 -2.960 3.004
H -2.654 -2.337 4.116
H -2.183 -3.074 2.663
H -5.035 -1.013 2.266
H -4.205 0.546 2.247
H -4.417 -0.296 3.781
H -3.743 -1.771 -0.863
H -1.283 1.752 2.980
S 3.893 -1.910 2.221
C 2.488 -1.641 1.723
```

Results
⟨S²⟩: 0.776
HOMO level (alpha / beta) (eV): -5.6778 / -7.5814
Energy above the lowest of the compared OMol25 structures with the same formula, charge and spin (eV): 0.189
E_LUMO (alpha / beta) (eV): -0.5695 / -0.4719
Net charge: 0
2S+1: 2
Frontier orbital gap (alpha / beta) (Ha): 0.1877 / 0.2613

=====

[9]
# C3H8O4

A 2-piece molecular cluster, C3H8O4 overall at a distorted geometry (ωB97M-V with the def2-TZVPD basis set, the OMol25 dataset).

XYZ file:
```
15
Properties=species:S:1:pos:R:3
O 1.948 1.648 0.616
C 1.235 0.689 0.628
O -0.028 0.678 1.367
C 1.321 -0.475 -0.255
C 0.498 -0.235 -1.485
O -0.738 -0.883 -1.394
H 0.248 1.557 1.986
H 1.028 -1.393 0.318
H 2.451 -0.495 -0.345
H 0.982 -0.692 -2.487
H 0.371 0.822 -1.634
H -1.197 -0.652 -0.529
O -3.074 -0.372 1.268
H -2.874 0.469 0.829
H -2.171 -0.667 1.120
```

Results
HOMO level (eV): -11.0480
Energy above the lowest of the compared OMol25 structures with the same formula, charge and spin (eV): 1.772
E_LUMO (eV): 0.3481
SMILES: O=C(O)CCO.O
Net charge: 0
Frontier orbital gap (Ha): 0.4188

=====

Number 1: E -98672.294 eV. Number 2: E -38590.064 eV. Number 3: E -58099.596 eV. Number 4: E -7888.904 eV. Number 5: E -104332.727 eV. Number 6: E -132116.800 eV. Number 7: E -24975.874 eV. Number 8: E -63047.768 eV. Number 9: E -11429.497 eV.